ORCA calculation (wB97M-V/def2-TZVPD) on a 18-piece molecular cluster, C3H41O18 overall at a distorted geometry.

Molar mass: 365.34 g/mol
Net charge: -1
Maximum force: 3.1 eV Å⁻¹
Energy relative to the best compared isomer or geometry (same formula, charge and spin): 3.154 eV
Kohn-Sham gap: 8.253 eV
E_tot: -1493.2542 a.u.

Geometry as XYZ:
```
62
Properties=species:S:1:pos:R:3:forces:R:3
O -0.956645 -1.201274 -3.431468 -0.249 0.158 -2.563
O 1.293355 -3.517274 2.671532 1.330 -2.091 1.235
O 1.060355 -3.636274 -0.076468 -0.117 0.435 0.175
O -3.671645 1.668726 -1.888468 -1.029 -1.295 2.668
O -0.232645 3.957726 0.557532 0.937 -2.095 0.217
O 1.667355 3.223726 2.556532 0.884 -0.865 1.760
O -0.313645 -1.523274 1.584532 -0.360 0.181 2.971
O 4.054355 -2.422274 1.523532 1.297 -0.942 -0.552
O 2.499355 -0.898274 3.072532 0.462 0.411 -0.111
O -1.078645 -3.857274 -2.613468 -0.782 0.678 -0.432
O -1.525645 2.921726 3.172532 0.532 0.226 0.988
O -1.389645 3.572726 -1.872468 -0.882 0.666 -0.501
O 0.141355 -1.284274 -0.999468 -0.652 0.257 -1.529
O -2.456645 -0.594274 -0.262468 -1.240 -0.396 -1.405
O 0.424355 0.851726 3.231532 0.736 -0.365 -1.201
O -2.730645 2.198726 0.734532 -0.199 -0.172 0.373
O 1.998355 -2.827274 -2.711468 -0.455 0.273 -0.448
O -1.717645 1.619726 -3.843468 -0.053 1.114 0.272
C 0.975355 -0.147274 -1.002468 -0.577 -2.586 1.446
C 2.213355 -0.709274 -0.249468 1.241 1.841 -1.201
C 0.181355 0.967726 -0.364468 0.852 1.671 -1.393
H -0.888645 3.462726 -1.076468 0.773 0.097 0.843
H -3.098645 2.007726 -2.544468 1.322 0.195 -0.915
H -0.819645 4.588726 0.900532 -1.301 1.768 0.599
H -1.578645 -0.573274 -0.678468 0.626 -0.792 -0.053
H 1.962355 -1.280274 0.612532 -0.505 0.245 0.938
H 2.905355 0.104726 -0.051468 0.229 0.168 0.704
H -2.277645 3.139726 3.732532 -0.056 -0.035 -0.368
H -0.057645 0.887726 0.658532 -0.190 -0.562 1.264
H 1.075355 2.468726 2.700532 0.248 0.103 -0.048
H 3.490355 -2.031274 2.175532 -0.740 0.403 0.930
H -0.401645 -1.533274 -4.177468 -0.315 0.500 1.107
H -2.106645 1.732726 -4.713468 0.395 -0.489 -0.073
H 1.668355 -2.283274 -1.980468 -0.542 0.057 -0.234
H -0.775645 1.177726 -0.912468 1.059 -0.260 0.260
H -1.093645 0.894726 -3.780468 -0.209 -0.843 -0.507
H 0.700355 -2.828274 -0.535468 -0.147 -0.569 0.250
H 1.369355 -3.390274 1.736532 -0.043 -0.096 -1.326
H 2.434355 -1.372274 3.899532 -0.323 -0.107 0.184
H 2.861355 -3.072274 -2.414468 0.960 -0.304 0.069
H -1.843645 2.534726 2.358532 -0.862 -0.107 -0.569
H -2.343645 -0.211274 0.579532 0.299 0.828 1.251
H 1.372355 3.671726 1.800532 -0.626 0.977 -1.606
H 1.669355 -0.424274 2.914532 0.191 -0.136 0.429
H 0.769355 -2.820274 2.974532 -1.321 1.588 0.376
H -0.236645 0.394726 2.719532 -0.131 -0.731 -0.904
H 2.865355 -1.438274 -0.773468 -0.787 0.504 -0.647
H -0.076645 1.066726 3.979532 -0.855 0.951 2.092
H -1.230645 -1.243274 1.610532 0.145 -0.432 -0.712
H -2.788645 2.456726 -0.223468 -0.430 -0.393 0.738
H -3.170645 1.029726 -1.295468 -0.685 0.523 -1.612
H -0.429645 -1.139274 -2.626468 0.835 -0.467 1.417
H -1.088645 2.923726 -2.500468 0.098 -0.381 -0.496
H 1.637355 -4.060274 -0.708468 -0.036 -0.191 -0.232
H 0.095355 -1.343274 0.743532 -0.479 0.021 -1.755
H 0.830355 1.840726 -0.445468 -0.242 0.525 0.045
H -0.974645 -2.978274 -3.044468 0.208 -0.734 0.445
H -1.984645 -3.726274 -2.288468 0.351 -0.402 0.174
H 3.760355 -1.971274 0.743532 0.092 0.135 -0.566
H 1.192355 0.219726 -1.998468 0.560 -0.079 -0.631
H -0.407645 3.213726 1.178532 0.333 0.531 -0.751
H -3.420645 1.538726 0.961532 0.426 0.883 -0.880
```
Positions in Å, forces in eV/Å.

Mulliken atomic charge list, values in e, 6 entries:
1 O -0.962
2 O -0.683
3 O -0.709
4 O -0.753
5 O -0.696
6 O -0.666